<a>
C2H4O2S2 | ωB97M-V with the def2-TZVPD basis set

Properties
Lowest unoccupied orbital energy (eV): 0.12
Gap between HOMO and LUMO (hartree): 0.354
Structure (SMILES): O=C(O)CSS

CARTESIAN COORDINATES (ANGSTROEM)
C: -1.118 0.212 0.137
C: 0.023 -0.509 -0.511
O: -1.074 1.344 0.534
O: -2.116 -0.605 0.411
S: 2.862 0.238 -0.356
S: 1.312 -0.741 0.712
H: 0.479 0.161 -1.227
H: -0.436 -1.366 -0.992
H: -2.616 -0.157 1.050
H: 2.684 1.423 0.242

Atomic partial charges in e from the natural (NBO) method, atoms 1 to 4: 0.7709, -0.6719, -0.5887, -0.6662

=====

<b>
C2H4O2S2 | ωB97M-V with the def2-TZVPD basis set

Properties
Lowest unoccupied orbital energy (spin up / spin down) (eV): -1.25 / -1.25
Gap between HOMO and LUMO (spin up / spin down) (hartree): 0.309 / 0.309

CARTESIAN COORDINATES (ANGSTROEM)
C: 0.812 0.644 0.343
C: 0.677 -0.717 -0.377
O: -3.149 0.315 0.429
O: -0.183 1.495 0.017
S: -0.901 -1.450 0.155
S: -2.027 0.184 -0.446
H: 0.883 0.466 1.432
H: 1.776 1.063 0.004
H: 0.647 -0.590 -1.458
H: 1.465 -1.410 -0.099

Atomic partial charges in e from the natural (NBO) method, atoms 1 to 4: -0.0801, -0.5410, -0.8282, -0.6787

=====

Which one is most stable, and which one is least stable? <a> is the most stable of them, while <b> is the least stable.

=====

<a>
C2H4O2S2 | ωB97M-V with the def2-TZVPD basis set

Properties
Lowest unoccupied orbital energy (eV): 0.18
Gap between HOMO and LUMO (hartree): 0.331
Structure (SMILES): O[C@]1(CS)OS1

CARTESIAN COORDINATES (ANGSTROEM)
C: -0.591 -0.098 0.331
C: 0.471 0.496 -0.499
O: -1.341 0.454 1.288
O: -0.777 -1.422 0.254
S: -2.257 0.634 -0.219
S: 2.091 0.476 0.419
H: 0.273 1.507 -0.708
H: 0.582 -0.045 -1.417
H: -1.351 -1.760 0.891
H: 2.899 -0.241 -0.340

Atomic partial charges in e from the natural (NBO) method, atoms 1 to 4: 0.5490, -0.5524, -0.5622, -0.6731

=====

<b>
C2H4O2S2 | ωB97M-V with the def2-TZVPD basis set

Properties
Lowest unoccupied orbital energy (eV): -0.77
Gap between HOMO and LUMO (hartree): 0.318

CARTESIAN COORDINATES (ANGSTROEM)
C: -0.675 0.463 0.757
C: 0.297 -0.753 -1.442
O: -0.572 0.554 3.290
O: 1.602 1.104 -0.145
S: 0.289 0.597 2.103
S: 0.250 0.956 -0.712
H: -1.915 0.535 0.917
H: 1.314 -0.839 -1.883
H: -0.520 -0.988 -2.137
H: -0.069 -1.629 -0.747

Atomic partial charges in e from the natural (NBO) method, atoms 1 to 4: -0.8553, -0.8491, -0.8879, -0.9801

=====

Which one is most stable, and which one is least stable? <a> is the most stable of them, while <b> is the least stable.

=====

<a>
C4H10NO3 | ωB97M-V with the def2-TZVPD basis set

Properties
Lowest unoccupied orbital energy (eV): 3.84
Total charge: -1
Gap between HOMO and LUMO (hartree): 0.284

CARTESIAN COORDINATES (ANGSTROEM)
O: -1.617 2.614 -0.501
C: -0.747 1.777 -0.459
C: -1.168 0.318 -0.555
C: -1.206 -0.263 0.934
N: -0.334 -0.511 -1.378
C: 1.150 -0.438 -1.206
O: 1.623 -1.084 -0.225
H: 0.371 2.019 -0.479
H: -2.253 0.376 -0.929
H: -2.074 -0.899 0.916
H: -1.172 0.657 1.509
H: -0.242 -0.847 1.208
H: -0.798 -1.470 -1.218
H: 1.547 -0.947 -2.094
H: 1.500 0.699 -1.219
H: 1.269 -0.556 2.515
H: 2.091 -0.706 0.999
O: 2.061 -0.740 2.183

Atomic partial charges in e from the natural (NBO) method, atoms 1 to 4: -0.5686, 0.4388, -0.1284, -0.6674

=====

<b>
C4H10NO3 | ωB97M-V with the def2-TZVPD basis set

Properties
Lowest unoccupied orbital energy (eV): 3.81
Total charge: -1
Gap between HOMO and LUMO (hartree): 0.277

CARTESIAN COORDINATES (ANGSTROEM)
C: 0.034 1.467 -0.931
N: -0.713 0.475 -0.132
C: -1.552 1.014 0.854
C: -0.912 -0.985 -0.446
C: 0.354 -1.738 0.147
O: 1.401 -1.165 -0.354
O: -0.287 2.593 -0.771
H: 0.714 1.008 -1.546
H: -1.303 0.634 1.813
H: -1.637 2.193 0.817
H: -2.594 0.719 0.686
H: -1.592 -1.372 0.311
H: -1.028 -1.044 -1.519
H: 0.394 -2.809 -0.074
H: 0.360 -1.595 1.277
H: 2.897 0.800 -0.624
H: 2.418 -0.646 0.232
O: 3.044 0.450 0.259

Atomic partial charges in e from the natural (NBO) method, atoms 1 to 4: 0.5686, -0.4843, -0.4143, -0.2695

=====

<c>
C4H10NO3 | ωB97M-V with the def2-TZVPD basis set

Properties
Lowest unoccupied orbital energy (eV): 1.15
Total charge: -1
Gap between HOMO and LUMO (hartree): 0.162

CARTESIAN COORDINATES (ANGSTROEM)
O: -1.292 2.316 0.633
C: 1.221 1.210 -1.103
O: 2.165 0.816 -1.724
C: 1.137 0.286 0.445
C: -0.091 -0.505 0.547
C: -0.826 -0.854 -0.755
N: 1.143 1.646 0.331
H: 2.041 -0.041 0.957
H: -0.772 -0.046 1.278
H: 0.204 -1.534 0.858
H: -1.335 0.015 -1.181
H: -1.591 -1.606 -0.579
H: -0.132 -1.228 -1.507
H: 0.280 1.436 -1.602
H: 0.153 2.161 0.416
H: -1.272 3.246 0.891
H: -0.706 -4.069 1.213
O: -0.328 -3.250 0.882

Atomic partial charges in e from the natural (NBO) method, atoms 1 to 4: -1.1837, 0.4697, -0.4731, 0.3660

=====

Which one is most stable, and which one is least stable? <b> is the most stable of them, while <c> is the least stable.

=====

<a>
C2H5IO3S | ωB97M-V with the def2-TZVPD basis set

Properties
Lowest unoccupied orbital energy (spin up / spin down) (eV): -0.68 / -0.68
Gap between HOMO and LUMO (spin up / spin down) (hartree): 0.295 / 0.295
Structure (SMILES): C=[S@](=O)(O)I.C=O

CARTESIAN COORDINATES (ANGSTROEM)
C: -2.150 1.323 0.572
C: 0.268 -1.162 -1.181
O: 2.645 -1.757 -0.105
O: 1.038 -0.746 1.403
O: -1.023 1.261 1.028
S: 1.551 -0.815 -0.130
I: 2.453 1.415 -0.224
H: -2.439 1.958 -0.299
H: -3.145 0.829 0.864
H: -0.330 -0.355 -1.634
H: 0.862 -1.657 -2.026
H: 0.271 -0.293 1.732

Atomic partial charges in e from the natural (NBO) method, atoms 1 to 4: 0.3106, -0.9927, -0.8704, -0.9071

=====

<b>
C2H5IO3S | ωB97M-V with the def2-TZVPD basis set

Properties
Lowest unoccupied orbital energy (spin up / spin down) (eV): -1.10 / -1.10
Gap between HOMO and LUMO (spin up / spin down) (hartree): 0.283 / 0.283
Structure (SMILES): C=[S@](=O)(O)I.C=O

CARTESIAN COORDINATES (ANGSTROEM)
C: 1.489 -0.871 1.259
C: -0.564 0.571 -1.796
O: -1.923 2.761 -1.807
O: 0.033 2.467 -0.254
O: 1.658 -0.125 0.340
S: -1.214 1.861 -0.951
I: -2.619 1.965 1.131
H: 0.679 -0.616 1.933
H: 2.313 -1.650 1.493
H: -0.223 -0.280 -1.227
H: -1.108 0.412 -2.730
H: 0.775 1.730 -0.274

Atomic partial charges in e from the natural (NBO) method, atoms 1 to 4: 0.2838, -0.9321, -0.8978, -0.8990

=====

Which one is most stable, and which one is least stable? <b> is the most stable of them, while <a> is the least stable.

=====

<a>
C5H6N4 | ωB97M-V with the def2-TZVPD basis set

Properties
Lowest unoccupied orbital energy (eV): 0.83
Gap between HOMO and LUMO (hartree): 0.354
Structure (SMILES): N#C[C@]12C[C@@H]1NN=CN2

CARTESIAN COORDINATES (ANGSTROEM)
C: -1.002 1.151 -0.376
C: -0.408 -0.206 -0.482
C: -1.461 -1.021 0.175
C: -0.087 -0.649 0.792
C: 1.516 0.571 -0.701
H: -1.810 -2.171 0.120
H: -2.438 -0.711 0.599
H: 0.674 -1.612 0.918
H: 0.437 1.256 2.127
H: 2.475 0.877 -1.339
H: 0.947 -0.485 -2.241
N: -1.828 1.991 -0.334
N: 0.770 0.464 1.533
N: 1.454 1.051 0.447
N: 0.762 -0.505 -1.241

Atomic partial charges in e from the natural (NBO) method, atoms 1 to 4: 0.2612, -0.0851, -0.4017, -0.0721

=====

<b>
C5H6N4 | ωB97M-V with the def2-TZVPD basis set

Properties
Lowest unoccupied orbital energy (eV): -0.16
Gap between HOMO and LUMO (hartree): 0.301
Structure (SMILES): C=C=N/N=N\N=C\C=C

CARTESIAN COORDINATES (ANGSTROEM)
C: -1.765 0.742 -1.245
C: -2.057 -0.495 -1.110
C: 1.808 -1.804 0.930
C: 1.025 -0.746 1.221
C: 1.040 0.479 0.429
N: -0.136 2.557 0.239
N: -1.262 1.790 -1.495
N: -0.810 2.859 -0.762
N: 0.194 1.404 0.750
H: -1.530 -1.007 -0.380
H: -2.803 -0.935 -1.712
H: 1.620 -2.691 1.422
H: 2.729 -1.951 0.292
H: 0.331 -0.891 1.962
H: 1.617 0.689 -0.540

Atomic partial charges in e from the natural (NBO) method, atoms 1 to 4: 0.4613, -0.6596, -0.3204, -0.2523

=====

<c>
C5H6N4 | ωB97M-V with the def2-TZVPD basis set

Properties
Lowest unoccupied orbital energy (eV): -1.48
Gap between HOMO and LUMO (hartree): 0.289
Structure (SMILES): [H]/N=C(\N)C=C1N=CC=N1

CARTESIAN COORDINATES (ANGSTROEM)
C: 1.873 -0.131 -0.040
C: 0.654 -0.905 -0.035
C: -0.552 -0.377 0.003
C: -2.190 1.001 0.058
C: -2.721 -0.358 -0.007
H: 0.962 1.694 -0.062
H: 2.645 1.666 0.425
H: 3.721 -0.020 0.127
H: 0.799 -1.981 -0.103
H: -2.801 1.886 -0.027
H: -3.795 -0.542 -0.030
N: 1.900 1.269 -0.144
N: 2.993 -0.749 0.080
N: -0.867 0.959 0.042
N: -1.727 -1.205 -0.007

Atomic partial charges in e from the natural (NBO) method, atoms 1 to 4: 0.3621, -0.1081, 0.2186, 0.0340

=====

<d>
C5H6N4 | ωB97M-V with the def2-TZVPD basis set

Properties
Lowest unoccupied orbital energy (eV): 0.46
Gap between HOMO and LUMO (hartree): 0.322

CARTESIAN COORDINATES (ANGSTROEM)
C: 2.622 -0.163 0.187
C: 0.483 1.035 -0.610
C: -0.898 0.643 -0.330
C: -2.406 0.873 0.064
C: -0.755 -0.756 -0.421
H: 2.890 0.925 1.000
H: 3.332 -0.334 -0.707
H: 2.409 -0.845 1.164
H: 1.142 1.871 -0.466
H: -3.027 1.803 0.526
H: -2.440 -2.068 0.437
N: 1.233 -0.217 -0.343
N: -3.028 -0.233 0.055
N: -2.153 -1.157 -0.337
N: 0.595 -1.378 -0.219

Atomic partial charges in e from the natural (NBO) method, atoms 1 to 4: -0.4556, -0.0619, -0.2032, -0.0143

=====

Which one is most stable, and which one is least stable? <c> is the most stable of them, while <d> is the least stable.

=====

<a>
C2H6ClOP | ωB97M-V with the def2-TZVPD basis set

Properties
Lowest unoccupied orbital energy (eV): 0.96
Gap between HOMO and LUMO (hartree): 0.373
Structure (SMILES): COCPCl

CARTESIAN COORDINATES (ANGSTROEM)
C: -1.254 -0.352 0.271
C: 0.777 0.282 -0.535
O: 0.139 -0.258 0.525
P: 2.550 0.730 0.235
Cl: 3.907 -0.646 -0.207
H: -1.831 -0.806 1.038
H: -1.319 -1.005 -0.609
H: -1.608 0.626 -0.097
H: 0.450 1.343 -0.789
H: 0.689 -0.265 -1.449
H: 1.955 0.172 1.234

Atomic partial charges in e from the natural (NBO) method, atoms 1 to 4: -0.2495, -0.2968, -0.5512, 0.5340

=====

<b>
C2H6ClOP | ωB97M-V with the def2-TZVPD basis set

Properties
Lowest unoccupied orbital energy (eV): -0.78
Gap between HOMO and LUMO (hartree): 0.284
Structure (SMILES): CP(C)OCl

CARTESIAN COORDINATES (ANGSTROEM)
C: -0.395 -1.488 -0.124
C: 1.300 1.110 0.199
O: -1.566 0.602 -0.241
P: -0.597 0.046 0.846
Cl: -2.449 2.097 0.111
H: -1.272 -1.768 -0.696
H: -0.221 -2.420 0.465
H: 0.479 -1.578 -0.755
H: 2.157 0.434 0.642
H: 1.343 2.088 0.413
H: 1.222 0.877 -0.861

Atomic partial charges in e from the natural (NBO) method, atoms 1 to 4: -1.0051, -0.8304, -0.8047, 1.0678

=====

Which one is most stable, and which one is least stable? <a> is the most stable of them, while <b> is the least stable.

=====

<a>
C3H8N2S | ωB97M-V with the def2-TZVPD basis set

Properties
Lowest unoccupied orbital energy (eV): 0.73
Gap between HOMO and LUMO (hartree): 0.362
Structure (SMILES): CC/N=C\NS

CARTESIAN COORDINATES (ANGSTROEM)
C: 0.443 0.170 -1.763
C: -0.892 0.210 -1.032
C: -0.556 -0.824 1.051
H: 0.472 0.964 -2.490
H: 0.549 -0.786 -2.341
H: 1.229 0.318 -1.055
H: -1.801 0.073 -1.687
H: -1.035 1.166 -0.559
H: -0.784 -1.489 1.862
H: 0.329 0.976 0.692
H: 1.946 -0.421 2.921
N: -1.030 -0.950 -0.102
N: 0.278 0.266 1.431
S: 0.852 0.327 3.072

Atomic partial charges in e from the natural (NBO) method, atoms 1 to 4: -0.6197, -0.2640, 0.2745, 0.2103

=====

<b>
C3H8N2S | ωB97M-V with the def2-TZVPD basis set

Properties
Lowest unoccupied orbital energy (eV): 0.92
Gap between HOMO and LUMO (hartree): 0.366
Structure (SMILES): N/N=C\CCS

CARTESIAN COORDINATES (ANGSTROEM)
C: 0.967 0.107 1.017
C: 0.151 1.174 0.343
C: -0.834 0.632 -0.696
H: 3.102 -0.761 -1.049
H: 2.114 0.577 -1.141
H: 0.752 -0.113 2.047
H: -0.395 1.764 1.089
H: 0.827 1.887 -0.161
H: -0.298 0.086 -1.465
H: -1.391 1.440 -1.146
H: -1.250 -1.514 0.304
N: 2.172 -0.404 -0.847
N: 1.875 -0.613 0.485
S: -2.093 -0.483 0.004

Atomic partial charges in e from the natural (NBO) method, atoms 1 to 4: 0.0256, -0.4934, -0.5081, 0.3684

=====

Which one is most stable, and which one is least stable? <b> is the most stable of them, while <a> is the least stable.